Version i
# C4H12NO

A cluster of 2 separate species, C4H12NO in total (ωB97M-V/def2-TZVPD, OMol25).

Output
E_HOMO ... -14.3 eV
E_LUMO ... -3.3 eV
Total charge ... +1
HOMO-LUMO gap ... 0.4066 Ha

Structure (XYZ):
```
18
Properties=species:S:1:pos:R:3:mulliken_charge:R:1
C -3.083 -0.269 -0.405 -1.19
C -1.802 0.577 -0.242 -0.38
C -0.658 -0.328 0.079 -0.32
C 0.550 -0.146 -0.409 -0.14
N 1.692 -0.971 0.064 -0.20
H -2.877 -1.036 -1.152 0.35
H -3.192 -0.879 0.497 0.31
H -3.948 0.368 -0.513 0.35
H -1.638 1.128 -1.159 0.33
H -1.974 1.211 0.616 0.28
H -0.856 -1.121 0.797 0.25
H 0.864 0.720 -0.972 0.33
H 1.423 -1.704 0.725 0.39
H 2.371 -0.342 0.530 0.31
H 2.144 -1.464 -0.710 0.36
H 3.694 1.519 1.529 0.31
H 3.951 1.541 0.032 0.32
O 3.338 1.198 0.692 -0.66
```

Version ii
# C4H12NO

A cluster of 2 separate species, C4H12NO in total (ωB97M-V/def2-TZVPD, OMol25).

Output
E_HOMO ... -15.2 eV
E_LUMO ... -5.3 eV
Total charge ... +1
HOMO-LUMO gap ... 0.3655 Ha

Structure (XYZ):
```
18
Properties=species:S:1:pos:R:3:mulliken_charge:R:1
C 0.521 -1.729 -1.886 -1.23
C 0.788 -1.417 -0.423 -0.44
C -0.402 -0.430 -0.025 -0.51
C -0.896 0.710 2.150 -0.25
N -0.146 0.044 1.373 0.03
H -0.442 -2.317 -2.063 0.34
H 1.305 -2.585 -2.110 0.29
H 0.519 -0.987 -2.635 0.40
H 1.830 -1.051 -0.202 0.39
H 0.624 -2.259 0.095 0.37
H -1.402 -0.851 -0.184 0.37
H -0.382 0.541 -0.618 0.27
H -1.649 1.370 1.841 0.33
H -0.642 0.718 3.162 0.31
H 0.836 0.092 1.665 0.29
H -0.105 3.704 0.706 0.32
H -0.185 3.453 -0.856 0.31
O -0.172 2.996 0.010 -0.60
```

Quick ranking, most stable first: version i, version ii.